Record 1
ORCA calculation (ωB97M-V/def2-TZVPD) on an isolated ion of composition C2H2FO2S and charge -1 in a non-equilibrium geometry.

Element x y z (Å)
F  -1.582  -1.904  0.488
S  -3.064  0.507  -0.077
C  -1.369  -0.674  0.070
H  -0.251  0.766  -0.699
O  -3.702  0.231  1.222
C  -0.151  -0.177  -0.187
O  -3.814  -0.037  -1.227
H  0.900  -0.360  0.018

LUMO level: 0.15190 Eh
Gap between HOMO and LUMO: 7.598 eV
Net charge: -1

Record 2
ORCA calculation (ωB97M-V/def2-TZVPD) on one molecule with the formula C3H9NOS2 in a non-equilibrium geometry.

Element x y z (Å)
C  -0.303  0.177  -0.221
C  -1.756  -0.333  -0.517
H  -0.162  0.809  -1.096
C  0.675  -0.973  -0.475
H  0.321  -1.358  -1.436
H  -2.238  1.158  0.596
S  2.396  -0.634  -0.842
S  3.056  0.130  0.956
H  -1.849  -1.379  -0.223
H  3.634  1.309  0.671
H  0.345  1.664  1.085
H  0.197  0.209  1.717
H  -1.900  -0.266  -1.601
N  -0.245  0.844  1.065
O  -2.718  0.464  0.120
H  0.548  -1.821  0.201

LUMO level: 0.01226 Eh
SMILES: N[C@H](CO)CSS
Gap between HOMO and LUMO: 9.123 eV
Net charge: 0

Record 3
ORCA calculation (ωB97M-V/def2-TZVPD) on a 9-piece molecular cluster, C42H112B2F8N7O14 overall in a non-equilibrium geometry.

Element x y z (Å)
H  4.965  3.113  -0.013
H  -3.140  -6.048  -4.801
H  -5.494  2.894  -2.353
H  -3.932  -0.564  -8.222
H  0.616  -6.560  -2.894
H  4.404  -5.568  0.261
H  -0.352  -3.020  0.819
H  -0.894  0.014  6.164
H  -1.889  -6.273  -0.874
C  5.373  -0.578  -1.860
C  -2.178  -8.986  -0.887
H  2.697  -4.994  1.745
F  -4.915  4.007  1.833
H  -2.662  3.914  -0.332
O  -0.170  -0.746  4.434
C  2.180  -7.894  -4.666
C  -3.849  -5.658  -1.356
C  -1.430  -2.534  -2.313
H  -3.416  0.111  -0.821
H  3.276  -3.435  1.191
C  4.087  0.995  2.344
H  -1.379  -4.190  -4.526
H  -2.231  7.808  2.952
H  -4.487  1.065  -0.138
N  -6.319  0.732  -4.297
C  8.444  2.785  -0.113
C  7.835  4.648  1.258
C  -2.755  -5.794  -3.813
C  3.605  1.831  3.576
H  -2.372  5.584  -3.849
H  6.164  -1.412  -0.030
C  -6.474  -0.924  -6.098
H  5.515  2.691  3.291
H  -5.609  -1.234  -8.448
H  -7.931  0.725  -5.535
H  -4.380  -0.742  2.261
H  -4.304  -6.809  -2.965
H  2.849  -8.713  -4.931
O  4.327  -0.233  -1.000
C  -3.930  -1.256  3.110
H  -4.850  -1.719  3.465
H  -6.079  -1.731  -5.481
H  -4.155  9.635  2.355
C  4.163  2.564  0.478
H  -4.691  9.534  0.603
F  0.309  -0.186  0.000
H  -0.500  6.415  1.324
H  8.906  4.836  1.328
H  0.961  -2.404  4.348
H  -2.373  -9.381  0.110
H  0.508  -3.812  2.184
B  -4.345  3.144  2.630
N  6.989  0.510  -0.238
F  -5.186  2.114  2.930
C  -1.750  4.313  -0.777
H  7.760  5.743  5.895
O  7.500  3.209  0.892
H  -4.645  -5.182  -3.301
O  -3.376  8.063  1.274
N  -1.314  6.076  0.832
C  -2.534  5.910  1.790
C  -0.486  0.412  5.235
O  -3.027  -7.928  -1.240
C  4.420  4.177  4.187
H  -7.154  -1.213  -6.900
H  -3.674  -4.583  -1.387
H  -2.124  1.918  5.094
C  3.678  -4.897  -0.197
C  -2.573  4.941  -2.992
H  -2.120  -6.599  -3.444
C  -3.032  -3.004  1.815
H  4.309  -4.160  -0.694
O  -1.787  5.297  -1.812
H  2.278  -6.492  -0.812
H  -5.515  0.173  -4.049
C  0.610  -1.702  5.105
H  -3.217  -6.647  0.329
H  3.576  2.049  -0.282
C  7.773  5.503  4.832
H  -7.875  -0.742  -4.552
H  7.346  -1.411  -1.167
C  -2.879  -6.699  -0.706
O  4.837  1.724  1.450
H  -2.300  -1.878  -2.295
H  8.768  5.097  4.649
O  2.565  -6.912  -3.650
C  6.469  -0.824  -0.895
C  -4.786  -1.056  -7.756
H  -4.326  -1.959  -7.355
H  -3.974  -3.553  1.804
H  9.421  2.546  0.307
H  5.239  2.520  4.893
C  -3.847  1.091  -1.021
C  2.681  -4.301  0.903
H  6.173  0.957  0.153
H  -5.441  8.696  1.725
O  -1.822  -3.906  -2.471
H  5.601  0.187  -2.601
H  3.120  -1.872  -1.095
H  7.247  1.967  -1.597
O  6.740  4.594  4.389
N  -3.997  -5.848  -2.906
C  -4.416  8.997  1.511
H  -2.962  -3.608  -4.059
C  3.098  -0.786  -1.179
H  3.264  0.441  1.892
H  5.624  4.494  6.003
H  -4.866  -5.793  -0.987
H  3.244  1.181  4.373
F  -1.310  1.120  0.975
C  5.508  4.902  4.999
H  2.412  -0.512  -0.377
H  -4.208  0.448  4.529
F  0.729  2.070  0.318
H  3.513  4.192  4.792
H  1.897  -7.334  -5.557
C  -6.929  1.466  -3.080
H  1.325  -4.441  -1.813
H  -2.912  -2.543  0.835
H  7.427  5.341  0.523
H  -1.305  3.420  -1.216
H  1.524  -1.299  5.542
H  4.791  0.314  2.822
O  -5.364  -0.189  -6.682
H  -0.806  2.032  3.883
H  -7.401  0.576  -2.664
C  -1.410  1.358  4.490
H  2.620  -0.705  -2.156
C  -2.166  -4.298  -3.779
H  3.552  -6.309  -1.784
H  -1.470  6.833  0.182
C  -0.816  4.680  0.331
H  4.175  4.668  3.246
H  7.455  0.182  0.596
H  -0.933  -2.366  -1.358
H  -3.629  4.879  -2.727
N  -2.322  0.600  3.480
C  -5.733  1.843  -2.191
H  -1.046  3.902  1.059
O  -4.616  0.989  -2.251
H  0.230  4.702  0.027
H  -3.834  7.097  2.981
F  -3.270  2.608  1.880
H  2.737  2.429  3.296
H  7.369  5.008  2.175
H  -1.188  -8.530  -0.889
F  0.585  0.671  2.087
H  5.093  -1.434  -2.474
C  2.090  -5.054  -2.289
N  2.892  -5.799  -1.216
C  -7.271  -0.043  -5.131
H  -3.267  5.385  1.177
C  0.617  -3.220  1.275
O  1.495  -3.809  0.271
N  4.805  2.739  4.008
H  -5.893  1.395  -4.930
H  1.031  -5.478  -4.085
H  -2.331  -9.924  -1.421
H  8.895  1.108  -1.269
H  -2.125  5.307  2.601
H  -2.362  3.939  -3.366
C  1.501  -6.068  -3.298
H  -7.675  2.194  -3.401
H  -6.189  1.796  -1.202
H  -2.634  1.200  2.730
H  2.735  -4.299  -2.739
H  -1.621  0.026  3.033
H  3.548  3.204  1.110
B  0.095  0.924  0.794
C  -2.969  7.283  2.345
H  0.411  0.927  5.577
H  0.940  -2.224  1.578
H  -0.640  -2.306  -3.030
H  8.682  3.627  -0.764
H  7.667  6.396  4.216
O  -2.750  -2.040  2.819
H  0.130  -2.434  5.754
H  1.342  -8.538  -4.397
C  -3.451  -0.214  4.109
H  -2.255  -3.759  1.935
C  7.962  1.533  -0.898
F  -3.846  3.743  3.763
H  -3.031  -0.767  4.950
H  -3.139  1.920  -1.051
H  5.318  5.970  5.101

LUMO level (alpha / beta): -0.39384 / -0.62047 Eh
<S²>: 0.754
Gap between HOMO and LUMO (alpha / beta): 9.285 / 3.118 eV
Multiplicity: 2
Net charge: +6

Record 4
ORCA calculation (ωB97M-V/def2-TZVPD) on a 2-piece molecular cluster, C5H10N overall in a non-equilibrium geometry.

Element x y z (Å)
H  2.087  -0.555  0.732
H  1.281  1.932  1.018
H  -0.821  -2.163  -1.216
C  -0.926  -0.403  -0.071
H  -3.711  0.874  0.742
H  0.778  -1.960  -0.263
H  3.008  0.144  -0.599
N  -2.034  0.125  -0.154
H  -0.798  -2.371  0.532
H  1.037  1.448  -0.745
C  -3.089  0.796  -0.161
H  -3.406  1.493  -0.998
C  2.461  0.316  0.325
C  1.390  1.308  0.162
H  3.175  0.755  1.015
C  -0.431  -1.737  -0.318

LUMO level (alpha / beta): -0.23699 / -0.18270 Eh
Gap between HOMO and LUMO (alpha / beta): 6.135 / 8.550 eV
Net charge: +1

Record 5
ORCA calculation (ωB97M-V/def2-TZVPD) on a 5-piece molecular cluster, H10O4S overall in a non-equilibrium geometry.

Element x y z (Å)
H  0.229  -1.902  -1.083
O  -1.652  1.442  -1.474
H  3.160  1.020  0.938
H  -1.573  -1.941  -0.837
H  2.063  -0.044  0.735
H  0.365  -1.872  1.860
H  0.089  -0.538  1.197
O  0.577  -1.335  1.094
H  -0.877  1.402  0.294
O  2.324  0.860  0.536
H  0.483  1.550  0.938
H  -2.618  1.373  -1.557
O  -0.416  1.219  1.118
H  -1.314  0.598  -1.806
S  -0.839  -1.831  -1.952

LUMO level: 0.02169 Eh
SMILES: O.O.O.O.S
Gap between HOMO and LUMO: 10.570 eV
Net charge: 0

Asked for calculated total energy across the records above, the calculation gives -725.93285; -1046.04929; -3950.44949; -250.81699; -705.14702 a.u. in order.
Asked for energy above the lowest of the compared OMol25 structures with the same formula, charge and spin across the records above, the calculation gives 38.7; 22.8; 0.0; 118.2; 0.0 kcal/mol in order.